Formula: C37H38BiGeN3O3Se2
Source: OMol25
Level of theory: ωB97M-V/def2-TZVPD

Each line ends with the Mulliken charge.
Element x y z (Å)
Bi -0.1884 0.1754 -0.3180  2.067
H 1.6466 -1.4881 3.5055  0.275
H 0.8659 4.0994 5.1119  0.296
C 0.1320 -0.0905 2.8297  0.444
H -0.3445 3.8181 -2.2289  -0.476
C 1.4619 4.7070 -3.0091  -1.130
C 2.9208 0.0027 7.5496  -0.677
H -0.3253 3.9766 -3.9769  0.528
H 2.9866 3.5559 4.4615  0.215
C 4.5517 1.3228 1.7369  -0.458
H 2.0709 -0.5924 9.4246  0.408
H -0.7206 5.6362 0.6963  0.601
C 5.2476 2.4229 2.2148  -0.723
C -3.2811 3.9078 -0.6820  -0.936
C 0.2879 3.7090 -3.1153  0.447
C -2.5731 -1.8511 -0.5647  0.564
H 0.1476 0.4133 1.8045  -1.025
H -4.4078 -2.8954 -0.1874  0.499
O 2.2053 -2.8441 1.4605  -0.551
C 3.4049 2.9373 3.6755  -0.535
H 1.3320 4.9398 -0.8680  -0.126
C -2.7320 3.4231 3.9100  -0.682
N -1.5799 2.4408 0.1358  0.973
C 4.6691 3.2306 3.1842  -0.674
C -1.8668 -3.8733 -2.2193  -0.731
C 2.1770 2.4608 -1.3464  0.001
H -0.2622 -0.3133 8.6617  0.411
C 2.1170 4.8277 -1.6198  -0.092
N 2.0333 2.0220 -2.6279  -0.166
Se -3.8564 1.1034 -0.8268  0.119
C 1.3510 0.5916 5.8224  0.284
H -3.7834 -4.7322 -1.7653  0.441
C 1.3920 -1.9702 1.4811  0.352
H -0.0235 1.5642 -2.8454  -0.293
H -2.0385 1.4970 3.3254  0.112
H 0.0998 3.3055 0.9622  0.410
H 3.9422 -0.1157 7.8864  0.416
C -1.1097 4.8933 4.8919  -0.898
H 2.7768 2.3543 -3.2238  0.469
H -0.8555 5.8387 5.3541  0.466
H 3.4892 0.6358 5.5813  0.363
H 2.7822 0.1650 1.8507  0.158
H 6.2425 2.6386 1.8472  0.400
H -3.7513 3.2138 3.6073  0.482
C 0.2971 0.3225 6.6941  -0.570
H -3.1726 5.4084 4.5931  0.432
H 5.2138 4.0810 3.5748  0.455
H -4.2435 4.0201 -1.1630  0.531
H 0.1248 -2.2371 3.1095  0.540
H 2.7179 5.7371 -1.5976  0.555
N -1.4069 -1.7876 -1.2018  0.043
H 5.0001 0.6593 1.0074  0.476
C 0.5571 -0.1073 7.9854  -0.760
H -0.0473 -2.7078 -2.4395  0.446
H -0.7280 0.4597 6.3661  0.374
H -1.5423 -4.6817 -2.8586  0.452
O 1.4908 2.0196 -0.4138  -0.190
H -0.9241 -0.2013 3.0689  0.662
C -2.7708 2.6482 -0.4159  0.125
C 0.7268 2.2365 -3.2713  -0.630
H 1.0684 5.6930 -3.2566  0.436
C 1.8687 -0.2632 8.4142  -0.506
C -2.5292 5.0059 -0.2919  -0.711
C -1.3113 4.8044 0.3398  -1.041
H 0.8441 1.9722 -4.3196  0.566
C -0.4396 2.6836 4.1581  0.476
H 2.2184 4.4799 -3.7667  0.323
C -3.4705 -2.8833 -0.7255  -0.719
C 3.0456 3.6602 -1.1792  -0.696
O 0.8620 -1.4839 0.3441  -0.710
Se -2.8143 -0.3737 0.6670  -0.123
C -1.7524 2.4527 3.7517  0.222
H 3.3499 3.7905 -0.1447  0.087
H 3.9268 3.6139 -1.8207  0.468
C -1.0329 -2.7873 -1.9988  -0.322
C -3.1038 -3.9078 -1.5954  -0.262
C 3.2826 1.0435 2.2240  -0.032
C -0.8633 3.5088 0.5169  -0.429
H -2.8979 6.0073 -0.4699  0.522
C 0.8151 -1.4490 2.7998  -0.755
C 2.6851 1.8414 3.1951  0.674
Ge 0.9813 1.3109 4.0439  1.116
C 2.6647 0.4276 6.2540  -0.242
C -2.4096 4.6508 4.4690  -0.586
C -0.1380 3.9132 4.7465  -0.723

For the HOMO-LUMO gap, the calculation gives 5.9844 eV. The total energy is -242632.880 eV. The highest occupied orbital energy is -13.1 eV. The LUMO energy comes out at -0.2608 Eh. Its net charge is +2.

=====

Formula: C37H38CrFN3O5PS
Source: OMol25
Level of theory: ωB97M-V/def2-TZVPD

Each line ends with the Mulliken charge.
Element x y z (Å)
H 6.3321 -3.2251 6.7189  0.359
H 0.3556 -5.6128 3.2565  0.425
C -3.4061 0.3571 -1.7669  0.602
H -0.6009 -6.3488 1.9824  0.443
C -2.8015 3.9257 -1.9793  0.785
H 4.3721 -0.5969 5.0609  0.413
C 0.4857 2.7105 1.6932  -1.036
H 4.1159 -4.1018 7.1699  0.415
H -6.2101 0.0827 -5.4155  0.431
C -4.1551 5.7090 -0.2893  -0.550
C 4.6414 -1.4489 4.4190  -0.638
H 6.6923 -1.4644 5.0961  0.445
C 0.9425 -3.3989 1.8514  0.016
H 1.4055 -6.7935 0.6213  0.353
H 1.2682 4.7591 -7.0985  0.395
C -2.8569 5.9764 -0.6963  -0.801
C 0.6554 4.3788 -6.2929  -0.534
C 5.8622 -2.1619 4.9936  -0.998
P -1.8403 2.6222 -2.8612  1.249
H -5.8008 4.3437 -0.4495  0.437
H 2.4373 -6.0036 1.8229  0.324
S -0.1703 2.3451 0.0402  0.939
O -0.0380 -1.0792 -0.7789  -0.908
H 1.5886 -7.5008 2.2244  0.390
C -0.7448 -4.3632 0.5222  -0.231
C -5.0256 0.2335 -3.6516  -0.554
C 4.3642 -3.6891 6.1933  -0.731
C 1.5128 -6.5616 1.6797  -1.046
H -4.6300 2.7886 -1.9005  0.374
C -2.1859 5.1017 -1.5348  -0.421
H 2.1962 1.7313 0.0195  0.469
C -0.2686 5.2080 -5.6754  -0.753
H -1.3708 -5.2230 0.3174  0.525
F 2.9769 0.0347 2.9325  -0.356
H 2.0007 -4.3358 3.4718  0.707
H 5.2583 -1.9862 6.9626  0.391
C -5.3592 0.5616 -4.9514  -0.822
N 0.1685 -4.4836 1.5046  0.194
C 1.5224 -1.0742 1.4994  -0.100
O -1.0142 1.1180 0.3218  -0.488
C -3.9015 0.8188 -3.0557  -0.249
Cr -1.8245 -0.3787 -0.9140  0.193
N 3.5560 -2.4059 4.3022  0.284
C 2.6010 -2.3092 3.2764  -1.019
H -0.3245 3.1521 2.2687  0.405
H -4.8849 1.7304 -6.6793  0.441
H 1.4912 2.4020 -6.3845  0.432
H 2.8934 -2.1158 6.2843  0.253
C -0.9032 3.4212 -4.2041  -0.096
N 5.5178 -2.7468 6.3266  -0.109
H 4.9138 -1.0642 3.4402  0.475
H 0.1216 1.5601 -4.4950  0.394
H -2.3599 6.8719 -0.3486  0.422
H -0.3870 6.2296 -6.0105  0.441
C 0.0193 2.5845 -4.8378  -0.502
H 2.3329 -3.6045 5.5118  0.451
C 0.8123 -2.2095 1.1081  0.167
H 6.1552 -2.9767 4.3326  0.374
H 1.1895 0.7651 -1.1171  0.145
H -1.1830 5.3446 -1.8579  0.514
O -2.3925 -2.0424 -1.6598  -0.177
C 2.3796 -1.1211 2.5594  0.226
C -3.1667 1.8051 -3.7761  0.786
C 0.3037 -5.7766 2.1790  -0.934
H -1.7914 5.3810 -4.1742  0.528
H 0.8293 1.7940 2.1650  0.181
C 3.1817 -2.9312 5.6003  -0.661
H -5.6009 -0.4962 -3.0983  0.573
H -2.9902 2.8928 -5.6039  0.484
C -3.5500 2.1405 -5.0649  -0.898
C -2.0575 -3.2221 -1.2531  0.718
H 1.2968 3.4279 1.5840  0.437
C 1.3884 1.7512 -0.7073  -1.047
H 1.6371 2.4332 -1.5172  0.465
C -4.6193 1.4917 -5.6587  -0.640
H -4.6787 6.3952 0.3615  0.422
C -1.0556 4.7349 -4.6340  0.110
O -2.5616 -4.2672 -1.5919  -0.660
C -0.0957 -2.1088 -0.0173  1.829
C 1.8602 -3.4255 2.9093  -0.639
C -4.1117 3.6750 -1.5701  -0.475
C 0.7905 3.0575 -5.8852  -0.694
O -3.8035 0.1261 -0.6504  -0.696
C -4.7834 4.5619 -0.7431  -0.844
H 1.3466 -0.1566 0.9624  0.059
C -0.9382 -3.2325 -0.2186  -0.371
H 4.6718 -4.4911 5.5234  0.389

For the HOMO-LUMO gap (spin up / spin down), the calculation gives 6.7099 / 6.6344 eV. The total energy is -104943.747 eV. Its spin multiplicity is 4. The value obtained for the energy relative to the best compared isomer or geometry (same formula, charge and spin) is 1.2155 eV. The highest occupied orbital energy (spin up / spin down) is -11.9 / -11.9 eV. The LUMO energy (spin up / spin down) comes out at -0.1900 / -0.1922 Eh. Its net charge is +2.

=====

Formula: C37H38HgN4O4Sb
Source: OMol25
Level of theory: ωB97M-V/def2-TZVPD

Each line ends with the Mulliken charge.
Element x y z (Å)
C -1.9655 2.5411 20.7156  0.263
H -0.4181 7.8469 18.6986  0.432
C -1.8653 3.8047 22.9951  -0.671
H -1.3598 3.7851 23.9415  0.227
O -2.6778 3.3967 20.1580  -0.624
H -1.9602 11.8547 20.8226  0.126
C -3.9019 7.0648 25.3939  0.633
C -2.7834 12.0587 20.1391  -0.988
C -2.4390 7.2057 18.7062  0.098
C -8.2945 4.7578 20.7428  -0.660
H -5.8556 11.2268 23.2235  0.368
C -8.6991 6.5111 19.1672  -0.753
H -3.9913 12.3801 24.5531  0.376
Sb -4.3974 9.5771 21.4753  0.491
C -1.2362 7.6379 18.0441  -0.250
H -6.9721 7.4070 18.3138  0.374
C -0.6503 0.4800 20.6335  -0.252
C -3.4190 7.0787 16.3725  0.593
C -3.0399 6.7330 26.4481  -0.278
O -6.0159 3.9690 21.1022  -0.264
N -2.7673 5.5501 24.0397  -0.643
H -5.7319 9.4435 26.9495  0.376
H -1.2244 8.3144 14.0391  0.266
H -0.2934 -0.3654 20.0533  0.340
C -4.4817 6.8485 15.4955  -0.721
H -4.5093 11.0968 19.2234  0.475
H -8.5947 4.0202 21.4719  0.322
O -4.7219 6.5603 23.2401  -0.775
H -5.3488 6.3432 15.8993  0.402
H -0.9209 10.4242 21.9990  0.299
C -3.2478 7.7923 13.5907  -0.756
C -2.1995 7.5801 15.7972  0.945
C -1.2407 9.4343 21.6669  -1.454
H -1.7543 1.2956 18.9591  0.361
H -3.2521 8.0238 12.5329  0.351
C -3.5469 6.9649 17.8186  -0.083
H -3.0449 10.0667 19.2874  -0.008
C -2.5410 8.9600 22.3317  0.465
N -2.6413 4.8160 22.8699  0.056
H -2.5217 9.2280 23.3875  0.515
H -2.7826 11.5520 23.6191  0.188
C -4.8066 11.3417 22.8475  -0.882
N -4.7904 6.5829 18.2012  -0.507
C -0.7097 1.7684 22.6878  -0.716
C -4.8940 8.0236 25.6095  -0.334
H -1.3364 9.4547 20.5892  0.150
H -3.3411 12.8605 20.6075  0.316
C -4.0830 8.3807 27.8603  -0.468
H -4.1651 8.8992 28.8182  0.352
H -2.6428 7.8860 22.2848  -0.655
H 0.3673 -0.0217 22.5081  0.403
C -1.4751 1.3645 20.0114  -0.870
C -3.1553 7.3719 27.6810  -0.539
H -4.7837 12.2368 22.2356  0.443
H -5.5719 8.2340 24.7593  0.344
H -0.5424 8.6419 21.8186  0.506
C -3.6154 10.8212 19.8554  -0.501
C -9.1818 5.5737 20.0758  -0.640
C -4.9544 8.7015 26.8001  -0.472
C -6.4003 5.7738 19.5857  0.422
H -0.1168 8.0753 16.2334  0.158
H -0.3851 1.9789 23.6771  0.371
H -2.3412 12.4037 19.1716  0.352
C -1.5483 2.6807 22.0918  0.792
H -5.2714 6.9708 13.5686  0.370
C -7.3306 6.6151 18.9687  -0.093
C -2.1764 7.9143 14.4173  -0.464
C -1.0985 7.7775 16.6940  -1.134
Hg -3.7026 5.4906 20.9961  2.747
H -7.1593 2.4705 22.0510  0.377
H -6.8165 3.8587 23.0086  0.413
O -2.4367 7.0500 19.9934  -1.057
H -10.2347 5.4350 20.1950  0.372
H -5.4930 2.6861 22.5900  0.246
N -5.0359 5.9554 19.3436  -0.012
H -9.4005 7.1144 18.6164  0.373
H -2.2706 5.9465 26.3957  0.320
C -6.3672 3.2161 22.2547  -1.097
C -3.8282 11.4461 24.0007  -0.759
C -4.3954 7.1894 14.1557  -0.437
H -2.4614 7.0864 28.4566  0.372
H -3.8508 10.6700 24.7409  0.110
C -6.9153 4.7856 20.4791  0.124
C -0.2434 0.6627 21.9952  -0.823
C -3.8289 6.3183 24.0961  -0.133

For the HOMO-LUMO gap (spin up / spin down), the calculation gives 4.6662 / 6.1441 eV. The total energy is -63846.183 eV. Its spin multiplicity is 2. The value obtained for the energy relative to the best compared isomer or geometry (same formula, charge and spin) is 0.7235 eV. The highest occupied orbital energy (spin up / spin down) is -0.2 / -1.7 eV. The LUMO energy (spin up / spin down) comes out at 0.1645 / 0.1645 Eh. Its net charge is -2.